# 1
{
  "formula": "C41H41BO2P2Pb",
  "method": "ωB97M-V/def2-TZVPD",
  "species": ["Pb", "C", "C", "C", "C", "C", "C", "C", "C", "C", "H", "H", "H", "H", "H", "H", "H", "H", "H", "H", "H", "H", "H", "H", "H", "P", "P", "C", "C", "C", "C", "C", "C", "C", "C", "C", "C", "C", "C", "C", "C", "C", "C", "C", "C", "C", "C", "C", "C", "C", "C", "C", "C", "H", "H", "H", "H", "H", "H", "H", "H", "H", "H", "H", "H", "H", "H", "H", "H", "H", "H", "H", "H", "H", "H", "O", "B", "O", "C", "C", "C", "C", "C", "C", "H", "H", "H", "H"],
  "coordinates": [[-3.616, 2.365, -2.633], [1.678, -1.636, -1.137], [0.756, -1.397, -2.080], [-0.048, -2.421, -2.846], [-1.451, -2.669, -2.253], [-1.493, -2.869, -0.768], [-0.535, -3.399, 0.007], [0.781, -3.940, -0.465], [1.958, -2.936, -0.453], [-4.543, 2.169, -0.659], [2.314, -0.804, -0.804], [0.551, -0.355, -2.366], [0.496, -3.381, -2.941], [-0.205, -2.054, -3.883], [-2.133, -1.842, -2.530], [-1.827, -3.583, -2.746], [-2.474, -2.652, -0.330], [-0.721, -3.529, 1.085], [0.687, -4.431, -1.439], [1.040, -4.744, 0.236], [2.225, -2.759, 0.605], [2.849, -3.384, -0.926], [-3.982, 2.736, 0.106], [-4.657, 1.112, -0.388], [-5.524, 2.632, -0.850], [-4.244, 3.218, -5.454], [-6.956, 2.335, -3.758], [-5.232, 1.757, -5.855], [-6.415, 1.503, -5.260], [-4.514, 4.187, -7.032], [-4.704, 3.514, -8.247], [-4.923, 4.232, -9.425], [-4.967, 5.627, -9.398], [-4.793, 6.302, -8.185], [-4.579, 5.592, -7.003], [-2.642, 2.373, -5.832], [-2.352, 1.171, -5.145], [-1.027, 0.804, -4.945], [-0.010, 1.443, -5.665], [-0.326, 2.537, -6.497], [-1.626, 3.051, -6.515], [-8.729, 2.582, -4.374], [-8.933, 3.304, -5.569], [-10.206, 3.398, -6.144], [-11.309, 2.799, -5.525], [-11.129, 2.141, -4.308], [-9.857, 2.057, -3.726], [-7.246, 0.854, -2.688], [-7.500, 1.099, -1.322], [-7.592, 0.039, -0.427], [-7.523, -1.278, -0.888], [-7.346, -1.528, -2.257], [-7.191, -0.463, -3.153], [-4.833, 1.103, -6.651], [-7.159, 0.823, -5.708], [-4.686, 2.425, -8.286], [-5.054, 3.687, -10.355], [-5.140, 6.177, -10.319], [-4.825, 7.383, -8.168], [-4.451, 6.120, -6.058], [-3.157, 0.555, -4.709], [-0.794, 0.024, -4.209], [1.019, 1.087, -5.590], [0.448, 2.995, -7.117], [-1.866, 3.984, -7.054], [-8.089, 3.779, -6.070], [-10.344, 3.946, -7.075], [-12.299, 2.862, -5.982], [-11.988, 1.697, -3.805], [-9.756, 1.552, -2.765], [-7.562, 2.129, -0.960], [-7.709, 0.247, 0.640], [-7.609, -2.111, -0.189], [-7.315, -2.550, -2.632], [-7.035, -0.666, -4.216], [-0.530, 1.736, -1.076], [-1.741, 0.969, -1.140], [-1.664, 0.057, -0.031], [-0.523, 0.326, 0.674], [0.021, -0.331, 1.795], [1.269, 0.122, 2.281], [1.959, 1.140, 1.619], [1.413, 1.762, 0.482], [0.170, 1.358, 0.050], [-0.531, -1.144, 2.244], [1.694, -0.336, 3.190], [2.920, 1.514, 2.005], [1.952, 2.553, -0.059]],
  "atomic_forces_ev_per_a": [[1.9, -1.3, 1.5], [-0.2, 0.7, -0.3], [0.5, 0.2, -0.1], [-0.1, -0.1, -0.3], [0.1, -0.2, -0.4], [-0.2, -0.7, 0.6], [-0.8, 0.2, -0.2], [0.6, -0.5, 0.2], [0.0, -0.4, -0.1], [-1.1, 0.6, 0.6], [-0.6, -0.2, 0.0], [0.4, -0.3, 0.1], [-0.3, 0.7, 0.0], [0.2, -0.2, 0.5], [0.3, -0.3, 0.2], [-0.2, 0.3, 0.1], [0.5, 0.1, 0.1], [-0.1, 0.2, -0.5], [0.0, 0.2, 0.3], [0.1, 0.0, -0.2], [0.0, 0.2, -0.4], [-0.2, -0.1, 0.3], [-0.2, -0.4, -0.2], [0.0, 0.4, 0.1], [0.3, -0.1, 0.7], [0.5, 0.5, -1.6], [-1.5, 0.1, 0.1], [-1.1, -0.7, 0.3], [0.5, -0.1, -1.0], [-0.2, -0.3, -0.1], [0.0, 0.6, -0.3], [0.0, -0.1, 0.3], [0.1, -0.2, 0.4], [0.0, -0.4, -0.2], [0.1, -0.6, -0.1], [0.1, 0.3, 0.2], [0.1, 0.5, -0.1], [0.3, -0.3, -0.3], [-0.4, 0.4, -0.2], [0.1, -0.4, 0.2], [0.1, -0.1, 0.1], [-0.2, 0.3, 0.0], [-0.2, -0.3, 0.1], [0.1, -0.1, 0.3], [0.3, 0.0, 0.1], [0.2, 0.2, -0.1], [0.0, -0.1, -0.2], [-0.1, 0.2, 0.3], [0.3, -0.2, -0.4], [-0.2, -0.1, 0.0], [0.1, 0.1, -0.4], [0.0, 0.3, 0.2], [0.0, -0.2, 0.3], [-0.5, 0.4, 0.2], [0.7, -0.1, 0.2], [0.1, 0.3, 0.0], [0.0, 0.1, 0.1], [0.0, 0.0, 0.2], [0.0, 0.0, 0.0], [0.0, -0.1, -0.2], [0.4, 0.4, -0.2], [-0.1, 0.2, -0.6], [-0.3, 0.2, 0.0], [-0.2, -0.1, 0.3], [0.2, -0.6, 0.3], [-0.1, -0.1, 0.1], [0.1, -0.1, 0.2], [0.3, 0.0, 0.1], [0.2, 0.1, -0.1], [0.0, 0.0, -0.3], [0.0, -0.4, -0.1], [0.0, -0.1, -0.3], [0.0, 0.2, -0.2], [0.0, 0.2, 0.1], [0.0, 0.0, 0.5], [-0.2, 0.1, 0.1], [0.7, 0.5, 0.2], [-0.6, 0.4, -0.4], [0.8, -0.3, 0.5], [-0.2, 0.8, -0.7], [-0.4, -0.3, 0.0], [0.0, 0.4, 0.0], [0.4, 0.5, -0.1], [-0.3, -0.7, -0.3], [0.1, 0.0, 0.1], [-0.2, 0.3, -0.6], [-0.5, -0.4, -0.2], [-0.2, -0.4, 0.3]],
  "lowdin_charge": [1.226, -0.107, -0.098, -0.195, -0.184, -0.118, -0.113, -0.204, -0.180, -0.416, 0.104, 0.094, 0.102, 0.099, 0.101, 0.117, 0.107, 0.104, 0.095, 0.106, 0.110, 0.115, 0.002, -0.005, -0.065, 0.851, 0.997, -0.363, -0.366, -0.378, -0.098, -0.080, -0.085, -0.088, -0.102, -0.434, -0.220, -0.087, -0.067, -0.078, -0.091, -0.347, -0.107, -0.088, -0.094, -0.085, -0.088, -0.405, -0.151, -0.083, -0.078, -0.073, -0.086, 0.088, 0.091, 0.095, 0.102, 0.102, 0.099, 0.100, 0.076, 0.083, 0.106, 0.103, 0.109, 0.099, 0.102, 0.102, 0.103, 0.095, 0.102, 0.111, 0.104, 0.103, 0.093, 0.041, -0.457, 0.067, -0.220, 0.007, -0.098, -0.107, -0.014, -0.243, 0.106, 0.104, 0.103, 0.123],
  "e_above_lowest_kj_mol": 49.1,
  "molar_mass_g_mol": 845.74,
  "lumo_energy_ev": -0.80,
  "largest_force_ev_per_a": 2.78
}

***

# 2
{
  "formula": "C4H4ClNOS",
  "method": "ωB97M-V/def2-TZVPD",
  "species": ["C", "C", "C", "C", "H", "H", "H", "H", "N", "O", "S", "Cl"],
  "coordinates": [[-0.686, -0.439, -0.417], [-0.450, 1.664, 0.441], [0.993, 0.998, 0.404], [0.671, -0.246, 0.072], [0.407, -2.819, -0.515], [-0.609, 2.980, 0.240], [-0.960, 1.278, 1.670], [1.946, 1.402, 0.923], [-1.327, -1.280, -1.214], [-1.206, 0.885, -0.508], [-0.716, -2.902, -1.076], [1.937, -1.520, -0.021]],
  "atomic_forces_ev_per_a": [[-2.4, 1.1, -4.3], [-1.0, 1.5, 2.3], [-1.3, 1.3, 1.8], [2.7, -1.5, 0.0], [1.9, 0.4, 1.1], [0.6, -4.5, 0.6], [1.6, 1.8, -3.5], [-1.8, -0.8, -1.3], [2.8, 0.5, 3.6], [1.0, -0.4, 1.5], [-3.6, -0.8, -2.2], [-0.3, 1.4, 0.4]],
  "nbo_charge": [0.425, -0.105, -0.195, -0.101, 0.078, 0.246, 0.183, 0.263, -0.485, -0.493, 0.172, 0.011],
  "e_above_lowest_kj_mol": 414.5,
  "molar_mass_g_mol": 149.60,
  "lumo_energy_ev": -0.65,
  "largest_force_ev_per_a": 5.04
}

***

# 3
{
  "formula": "C9H14",
  "method": "ωB97M-V/def2-TZVPD",
  "species": ["C", "C", "C", "C", "C", "C", "C", "H", "H", "H", "H", "H", "H", "H", "H", "C", "C", "H", "H", "H", "H", "H", "H"],
  "coordinates": [[2.627, 0.178, 0.360], [1.576, -0.373, -0.597], [1.390, -1.751, -0.738], [0.211, -2.273, -1.247], [-0.776, -1.406, -1.691], [-0.477, -0.059, -1.800], [0.729, 0.460, -1.306], [2.059, 0.204, 1.293], [3.052, 1.131, 0.065], [3.421, -0.567, 0.435], [2.196, -2.436, -0.499], [0.142, -3.346, -1.370], [-1.787, -1.622, -1.981], [-1.181, 0.679, -2.164], [0.870, 1.513, -1.295], [-2.430, 1.531, 1.412], [-1.066, 0.866, 1.735], [-2.630, 1.345, 0.357], [-3.254, 1.084, 1.965], [-2.376, 2.605, 1.579], [-0.600, 1.342, 2.596], [-0.446, 1.058, 0.873], [-1.247, -0.163, 2.019]],
  "atomic_forces_ev_per_a": [[-0.6, -1.2, -0.8], [0.8, 0.3, -0.5], [0.0, -0.1, 0.0], [0.3, -0.1, -0.3], [-0.3, 1.1, -0.3], [0.8, 0.6, 0.4], [-1.0, -1.0, 0.6], [0.6, 0.4, 0.3], [-0.2, 0.2, 0.1], [0.1, 0.2, 0.3], [-0.1, 0.0, 0.4], [-0.3, 0.0, 0.2], [-0.1, -0.9, -0.1], [-0.2, -0.3, -0.2], [0.2, 0.8, -0.1], [0.6, -0.4, -0.1], [-1.1, 1.0, 0.5], [-0.2, 0.2, -0.1], [0.0, 0.2, 0.2], [-0.2, 0.0, 0.0], [0.0, 0.1, 0.1], [0.4, -0.7, 0.0], [0.5, -0.4, -0.5]],
  "nbo_charge": [-0.634, 0.021, -0.230, -0.204, -0.237, -0.198, -0.235, 0.228, 0.219, 0.214, 0.209, 0.215, 0.216, 0.209, 0.207, -0.603, -0.613, 0.198, 0.201, 0.201, 0.196, 0.211, 0.208],
  "e_above_lowest_kj_mol": 63.5,
  "molar_mass_g_mol": 122.21,
  "lumo_energy_ev": 1.05,
  "smiles": "Cc1ccccc1.CC",
  "largest_force_ev_per_a": 1.62
}

***

# 4
{
  "formula": "C3H6S2",
  "method": "ωB97M-V/def2-TZVPD",
  "species": ["C", "C", "C", "H", "H", "H", "H", "H", "H", "S", "S"],
  "coordinates": [[-0.336, -0.352, 0.244], [1.090, -0.175, 0.535], [-0.499, 1.063, -0.406], [-0.873, -1.899, -1.602], [-0.586, -0.010, 1.218], [1.210, -0.386, 1.628], [1.955, -0.887, 0.178], [-0.606, 1.088, -1.450], [-1.335, 1.688, 0.020], [-1.247, -1.601, -0.356], [1.228, 1.472, -0.009]],
  "atomic_forces_ev_per_a": [[0.3, 4.6, -0.7], [5.4, -4.2, 1.6], [-1.0, 0.7, 0.5], [0.7, 0.6, -0.2], [-2.1, -1.1, 1.0], [0.3, 0.7, -0.6], [-1.9, 1.2, -0.3], [-0.3, -0.3, -1.5], [1.0, -0.6, -0.2], [-2.6, -3.3, 0.1], [0.1, 1.6, 0.0]],
  "nbo_charge": [-0.478, -0.543, -0.481, 0.128, 0.261, 0.203, 0.220, 0.203, 0.213, 0.060, 0.215],
  "e_above_lowest_kj_mol": 210.8,
  "molar_mass_g_mol": 106.22,
  "lumo_energy_ev": 0.84,
  "largest_force_ev_per_a": 7.02
}